49
Properties=species:S:1:pos:R:3:forces:R:3 method="wB97M-V/def2-TZVPD" homo_lumo_gap_ha=0.319 homo_energy_ev=-9.144 multiplicity=1
I -1.6774 -1.2933 -0.3326 0.7 -0.3 0.0
S 1.5480 -4.8914 -0.0438 -0.6 -2.2 -2.4
P 4.0197 -2.2194 0.3210 1.1 2.1 0.4
P 0.7960 -1.2700 -0.3135 0.3 1.1 -0.5
O 4.1718 -0.7704 0.7378 -0.7 -1.7 -0.5
O 0.4199 -3.8346 0.5288 2.0 -0.6 0.1
O -4.3126 0.1909 -3.0287 -0.2 0.1 -0.1
O 2.7031 -4.5315 1.0688 -1.5 -0.1 -0.9
O 2.8006 1.3809 5.3307 -0.2 0.0 -0.1
O -4.8854 1.4777 -5.6126 0.1 0.1 0.2
O 0.9334 -6.2109 0.0097 1.3 2.5 1.0
O 1.1586 -1.8846 -1.8261 -1.0 -0.6 1.7
O 2.2339 2.7687 2.7930 0.1 0.1 0.2
O 2.1581 -4.5685 -1.3333 -1.1 0.4 2.4
C 1.5189 1.7668 5.7956 0.1 0.0 0.1
C -4.3163 -0.4734 -4.2848 0.4 0.0 0.1
C 2.6255 -3.0916 1.1967 0.5 -0.2 0.4
C -4.5053 2.7212 -5.0486 -0.1 0.0 -0.1
C 3.1760 1.7131 2.9501 -0.4 -0.1 -0.3
C 2.6636 3.9813 3.3856 -0.1 0.0 -0.1
C -5.6143 0.5465 -2.5934 0.1 0.0 0.1
C 1.1437 -2.6369 0.9486 0.0 -0.2 -1.4
C -3.9141 0.4611 -5.4085 -0.3 -0.1 -0.2
C 2.7585 0.7607 4.0521 0.4 0.1 0.1
H 3.2082 1.1639 2.0057 0.1 0.0 0.0
H -5.3775 3.3735 -5.0597 0.0 0.0 -0.1
H 4.1765 2.1103 3.1418 0.0 0.0 0.1
H 1.7611 0.3555 3.8512 0.0 0.1 0.0
H -6.1823 1.0440 -3.3825 0.0 0.0 0.0
H 0.8423 -2.2159 1.9112 -0.8 -0.4 -0.2
H -3.7149 3.1832 -5.6494 0.0 0.0 0.1
H 2.8457 -2.9456 2.2578 0.1 0.3 -0.1
H 1.6585 2.4174 6.6580 0.1 0.0 0.0
H 5.1929 -2.9332 0.7054 -0.7 -0.3 -0.2
H -3.5840 -1.2841 -4.2216 0.0 0.0 0.0
H 0.9600 2.3126 5.0321 0.0 0.0 0.0
H 1.8826 -1.3835 -2.1814 0.6 0.5 -0.4
H -5.2946 -0.9191 -4.4856 0.0 0.1 0.0
H 1.8133 4.6622 3.4090 0.0 0.0 -0.1
H 3.4642 -0.0757 4.0782 0.0 0.0 -0.1
H 0.9486 0.8857 6.1088 -0.1 0.0 0.0
H 3.4588 4.4348 2.7843 0.1 0.0 0.1
H -3.8486 -0.1126 -6.3378 0.0 0.0 0.0
H -2.9308 0.8980 -5.2127 0.0 0.0 0.1
H -6.1565 -0.3429 -2.2559 -0.1 0.0 0.0
H 3.9264 -2.3931 -1.0868 -0.2 -0.3 0.5
H -5.5096 1.2322 -1.7532 0.1 0.0 0.0
H 3.0193 3.8294 4.4074 0.0 0.0 0.0
H -4.1635 2.6104 -4.0170 0.0 0.0 0.0



10
Properties=species:S:1:pos:R:3:forces:R:3 method="wB97M-V/def2-TZVPD" de_lowest_kcal_mol=0.2 homo_lumo_gap_ha="0.139 / 0.278" homo_energy_ev="4.197 / 0.295" multiplicity=2 charge=-2
O 0.3122 -2.5090 1.9230 0.1 -0.3 0.0
C -0.6484 1.6967 -1.3594 0.6 -0.7 0.3
C 0.3260 0.7656 -0.6084 1.3 -0.5 -0.2
H 1.0696 0.3315 -1.2954 0.0 0.4 -0.1
H -0.0125 -0.1352 -0.0966 -0.8 0.2 0.0
H 0.2596 -2.0967 2.7901 0.0 0.1 0.1
H -0.7026 1.4448 -2.4250 -0.3 -0.2 -0.1
H -0.2689 2.7296 -1.4228 -0.4 0.0 0.4
H -1.6274 1.5437 -0.8951 -0.2 0.8 -0.2
H 0.9398 1.2563 0.1580 -0.3 0.3 -0.1



62
Properties=species:S:1:pos:R:3:forces:R:3 method="wB97M-V/def2-TZVPD" de_lowest_kcal_mol=0.0 homo_lumo_gap_ha="0.257 / 0.111" homo_energy_ev="-10.895 / -8.751" multiplicity=1 charge=+1
Y 0.0438 0.0503 -0.2314 0.3 -1.4 0.1
O 2.7437 1.7081 -1.0257 -0.6 0.3 0.6
O 0.3615 -0.6344 2.2171 -0.3 0.2 0.1
O 1.5716 -1.6477 -2.0525 0.2 0.3 0.0
O -2.0834 1.7296 1.5124 1.0 0.1 -0.1
O 4.8299 -1.2176 -0.5747 0.4 0.1 0.7
O -2.4221 -1.2566 0.8505 0.3 -0.1 0.1
N 0.6597 -1.9052 -1.1934 -1.1 -1.6 -0.4
N -2.2408 2.7852 -3.2989 0.2 -1.0 0.3
N -3.6479 0.7606 -3.0024 1.1 0.3 0.1
N -1.6959 0.6935 -4.5232 -0.1 0.4 1.1
N -1.3780 -1.6566 0.1859 -1.2 -1.7 -1.1
N 1.6437 1.6481 -0.1123 0.1 2.2 -0.8
N -0.7172 1.7047 1.1089 -0.6 1.9 -0.1
N -1.3584 0.8341 -2.0757 0.0 0.0 -0.1
C 3.9831 -1.3382 0.5710 0.0 -0.2 0.0
C -0.8076 4.1631 1.3573 0.2 0.1 0.0
C -1.7088 2.1822 -4.5514 -0.1 -0.2 0.2
C -3.6111 2.2472 -3.0727 0.2 -0.2 -0.1
C -2.7776 0.3507 -1.8883 -0.4 0.2 -0.5
C 1.1391 2.8725 0.1889 0.6 -1.5 -0.2
C -2.5889 -3.6953 -0.5948 0.1 0.0 -0.1
C -1.3868 2.3359 -2.1829 -0.4 0.0 -0.5
C -0.2350 -2.9070 -1.4037 1.2 1.2 0.0
C -3.0778 0.2205 -4.2654 0.0 0.2 0.1
C 0.0050 -3.8674 -2.5144 -0.2 -0.3 0.1
C 1.7969 4.1216 -0.3022 -0.3 0.2 0.1
C -0.1313 2.9037 0.9348 -0.6 -1.7 0.0
C -0.8489 0.2810 -3.3876 -0.4 0.2 -0.4
C -1.4039 -2.7933 -0.5707 0.1 1.6 1.1
H 0.1932 0.1223 2.8278 0.0 -1.1 -0.5
H -3.1733 0.7755 -0.9542 0.2 -0.1 -0.2
H 2.3857 3.9100 -1.2056 -0.1 0.1 0.5
H -3.4908 -3.1063 -0.8499 0.3 -0.4 0.3
H -0.0348 4.8551 1.7227 -0.4 0.0 -0.1
H -1.3421 4.6210 0.5006 0.2 -0.1 0.5
H 4.4742 -1.8028 1.4461 0.0 0.2 -0.5
H 5.7364 -1.0502 -0.2616 -0.6 0.0 -0.3
H 3.1670 -2.0090 0.2656 0.1 0.4 0.2
H -1.5235 3.9325 2.1599 0.2 0.2 -0.4
H -3.7135 0.5476 -5.0965 0.1 -0.1 0.2
H -4.0028 2.6552 -2.1289 0.1 -0.1 -0.3
H 2.4487 4.5084 0.4960 0.0 0.0 -0.3
H -0.7319 -4.6783 -2.4919 0.3 0.2 -0.1
H -0.8286 -0.8177 -3.3117 0.0 0.3 -0.1
H -0.3552 2.6921 -2.3331 -0.3 -0.1 0.0
H 2.7613 0.8832 -1.5500 -0.1 0.0 0.6
H -2.7557 -0.7458 -1.8076 -0.1 0.3 -0.1
H -0.6807 2.5398 -4.7042 -0.3 -0.1 0.0
H -1.7714 2.7314 -1.2319 0.0 -0.1 -0.3
H -0.2090 -1.3944 2.4637 0.4 0.8 0.0
H -2.7082 -4.1337 0.4127 -0.2 0.2 -0.5
H -2.3456 2.5037 -5.3826 0.2 0.0 0.1
H 0.1712 0.6569 -3.5569 -0.2 -0.2 0.1
H -0.0505 -3.3749 -3.5083 0.2 -0.2 0.6
H -3.0732 -0.8784 -4.2158 0.0 0.3 0.0
H -4.2432 2.5648 -3.9095 0.1 0.0 0.2
H 1.0466 4.8963 -0.5275 0.3 -0.3 0.1
H 3.6017 -0.3521 0.8983 0.0 -0.3 -0.2
H -2.4337 -4.4934 -1.3380 -0.3 0.3 0.4
H 1.0150 -4.2830 -2.3615 -0.3 0.1 -0.4
H -2.3731 0.7886 1.4293 0.3 0.2 0.2



108
Properties=species:S:1:pos:R:3:forces:R:3 method="wB97M-V/def2-TZVPD" homo_lumo_gap_ha="0.272 / 0.242" homo_energy_ev="-11.968 / -11.968" multiplicity=9 charge=+1
Br 6.9100 -2.9883 -0.0642 0.1 0.4 -1.1
Br -3.0862 -4.4494 2.4599 0.3 0.1 -0.5
Br 4.3954 -0.9167 -3.4087 0.2 -0.3 0.5
Br 1.7953 -2.9730 -5.3598 0.1 -0.1 -0.1
Br -0.0316 -7.1867 -4.5923 0.5 1.0 0.1
Br -0.8874 -6.2344 -1.2868 -0.5 0.4 0.6
Fe -1.3175 1.2112 -3.2507 1.6 1.0 1.9
Fe -0.1972 1.4991 2.2274 -0.9 -0.2 0.5
Cl 3.8757 -3.7727 1.7230 -0.1 0.1 -0.2
Cl 2.5528 -6.3520 1.9051 -0.1 0.7 0.1
Cl 2.8186 -4.6857 4.2915 -0.2 0.1 -0.7
S 0.6218 2.4984 4.9639 -1.3 2.4 0.1
S 2.2288 0.6921 4.4524 6.0 -4.7 1.1
S -1.1210 3.2487 -0.0269 -0.6 0.3 -0.5
S 1.4625 3.6976 0.2502 3.5 2.2 -2.8
S -0.5322 -0.5905 -0.4491 -1.9 -1.7 0.2
F 2.7102 4.1692 2.6357 -0.1 -1.3 0.9
F 2.2570 -0.6621 2.2395 0.0 -0.2 -1.1
F 3.4248 5.4082 1.1022 -0.4 0.1 -0.8
F 1.4105 -1.7386 3.8786 -2.5 -1.9 0.5
F -2.8605 5.1631 0.8415 1.2 -0.3 -1.2
F 0.1891 2.0905 7.6990 -0.9 -1.1 -2.8
F -2.1205 5.4754 -1.2496 0.1 -0.8 1.8
F 1.4815 5.8263 2.0412 0.7 -1.1 -1.0
F 0.8922 -2.6996 0.4140 0.2 0.1 -0.1
F -1.6277 2.3189 6.4878 1.1 -0.4 -0.3
F -0.8325 5.8906 0.4556 -0.5 -0.1 0.2
F 0.2333 -2.9006 -1.6510 0.8 1.0 0.7
F 3.5088 -1.5641 3.7752 0.0 0.5 -0.1
F -0.5827 0.4157 6.3732 0.3 1.1 0.2
F 1.9614 -1.6093 -1.1500 -0.6 -0.2 0.1
O 3.4290 1.3807 4.0578 -1.0 0.1 -0.3
O -0.3038 3.3251 4.1922 0.0 -1.2 0.2
O -1.9459 0.6203 3.1479 2.2 0.3 -0.5
O 2.3320 2.5834 -0.0684 -0.3 0.9 0.7
O -0.8984 2.9205 -1.4298 0.4 0.5 0.7
O -1.8369 -1.2178 -0.1534 2.3 0.7 -0.9
O 1.1359 4.6123 -0.9013 0.3 -2.0 3.2
O 2.1365 0.3144 5.8527 -0.7 0.6 -1.0
O 1.7537 3.2174 5.5097 -1.3 -1.7 -0.6
O 0.8744 1.4376 -3.7084 -2.1 -0.6 -1.7
O -2.1877 2.4870 0.5491 -0.1 -0.4 1.0
O -3.1668 1.9307 -2.7963 2.1 -2.0 -1.5
O -0.5233 0.1968 -1.7123 0.0 -0.8 0.1
O -0.0249 0.1857 0.6696 0.6 -0.2 -0.3
N 0.2058 3.1223 1.0353 -3.3 0.9 -2.0
N 0.8944 1.1688 3.8542 -1.7 3.1 1.8
C 0.5908 -5.2836 -4.3169 0.0 -1.1 0.5
C -1.9981 -0.7674 3.5484 -0.2 -0.8 0.3
C -3.2722 -0.8544 4.3794 1.8 -1.6 0.4
C -5.0231 1.6629 -1.4176 0.1 -0.7 0.1
C -3.7709 3.2023 -2.9102 -1.5 1.0 -0.2
C 2.3405 4.8509 1.6074 -1.0 1.0 -0.3
C 0.7941 -2.0663 -0.7389 -1.8 0.7 -0.4
C -4.8260 3.1390 -1.7867 -0.5 1.2 -0.2
C 2.4074 1.7686 -5.4843 -0.6 1.1 -1.2
C -1.8617 -4.6528 0.9271 0.8 -0.1 0.5
C 1.2994 0.9100 -4.9994 0.2 -1.9 -0.3
C 2.3493 -0.9581 3.5280 2.2 2.5 0.9
C -3.2624 1.1295 3.0939 -1.9 -0.1 0.3
C -2.3192 -5.7306 0.0276 -0.6 -1.2 -1.6
C 1.0820 -4.7654 -5.6476 -1.2 0.1 -0.1
C 2.5865 -4.6523 2.5105 0.0 -1.0 0.6
C 2.0380 1.9363 -3.0791 1.4 1.9 0.6
C 4.9674 -1.9127 -1.7878 1.2 0.4 0.3
C 6.5463 -2.0932 -1.8179 -2.8 -0.4 0.5
C -4.1059 0.8845 -2.3882 -0.7 0.7 1.0
C -0.4093 1.7337 6.4893 0.1 0.8 1.4
C -1.7802 5.0930 0.0281 0.0 0.3 -0.7
C -3.9075 0.4537 4.3292 -2.0 1.8 -1.1
C 2.9740 2.3628 -4.2331 1.6 0.2 0.2
H 0.4798 0.7771 -5.7057 -0.5 0.5 0.2
H 1.7615 -5.3806 -6.2375 0.4 0.1 0.7
H 1.6139 -4.2112 2.2927 0.3 0.0 0.1
H -6.0247 1.2565 -1.5581 -0.2 0.5 0.0
H -3.1674 -5.4487 -0.5963 0.1 0.1 0.1
H 3.1556 1.3142 -6.1338 -0.3 -0.4 0.2
H -4.1749 3.3692 -3.9087 -0.7 -0.8 -0.1
H 2.4491 1.1976 -2.3910 0.1 -0.1 -0.3
H 1.3029 -5.2635 -3.4919 0.4 -0.4 -0.4
H 7.0686 -1.1371 -1.8542 0.0 -0.4 0.0
H 0.1963 -4.6653 -6.2749 0.1 0.3 -0.1
H 4.6617 -1.3574 -0.9010 0.0 0.3 -0.3
H -4.5321 3.7498 -0.9332 0.4 -0.4 0.1
H -1.1624 -1.1576 4.1294 0.6 1.2 0.0
H -3.0868 4.0507 -2.9193 0.7 -0.5 1.1
H -1.7571 -3.7096 0.3908 -0.2 0.0 0.3
H -3.8867 1.0977 5.2084 0.6 -0.2 0.0
H 1.8052 2.8400 -2.5158 -0.4 -0.3 0.1
H -5.7470 3.6350 -2.0930 -0.1 -0.3 -0.3
H 6.6654 -2.7447 -2.6836 1.0 0.0 0.4
H -0.8971 -4.9543 1.3353 -0.1 0.3 0.2
H -4.7173 0.4669 -3.1881 0.3 0.5 -0.6
H 4.4205 -2.8554 -1.7701 0.3 0.0 -0.3
H -4.9568 0.1725 4.2394 -0.3 0.9 -0.5
H -2.5637 -6.7134 0.4305 0.2 0.4 0.6
H -3.5434 0.0421 -1.9858 0.3 0.3 0.4
H 1.9543 2.5741 -6.0621 0.1 0.1 -0.2
H 1.6836 -0.1047 -4.8951 -0.1 -0.2 0.7
H 3.1355 3.4178 -4.4544 -0.8 0.4 0.8
H -2.9824 -1.0428 5.4131 -0.4 -0.8 -0.1
H -0.2698 -4.7731 -3.8846 -0.1 0.1 -0.6
H -4.8003 1.5200 -0.3602 0.4 -0.2 -0.2
H -2.0218 -1.4710 2.7162 -0.3 0.5 -0.6
H -3.8659 -1.6104 3.8654 -0.3 -0.2 0.8
H 4.0218 2.0890 -4.1095 -0.2 -0.7 0.5
H -3.3508 2.2154 3.0592 0.9 0.1 0.5
H -3.7134 0.8585 2.1393 -0.1 -0.6 0.0



9
Properties=species:S:1:pos:R:3:forces:R:3 method="wB97M-V/def2-TZVPD" de_lowest_kcal_mol=15.4 homo_lumo_gap_ha=0.299 homo_energy_ev=-8.496 multiplicity=1 smiles="S=C1NN(S)SS1"
S -0.4660 1.9292 0.1441 0.6 -0.5 0.2
S 2.1842 0.7382 0.4803 -0.4 0.0 0.0
S -2.2077 -2.0955 0.2097 -0.3 -0.3 0.0
S -2.1032 0.8267 -0.4782 0.1 -0.3 -0.1
N -0.0296 -0.6208 0.1150 -0.5 -0.4 0.6
N 0.6323 0.5659 -0.2436 0.0 1.0 -0.6
C -1.3597 -0.7240 0.0107 0.4 0.4 0.0
H 0.5273 -1.3918 0.4581 0.0 0.1 -0.1
H 2.8223 0.7722 -0.6961 0.1 0.0 0.0



14
Properties=species:S:1:pos:R:3:forces:R:3 method="wB97M-V/def2-TZVPD" de_lowest_kcal_mol=21.4 homo_lumo_gap_ha=0.355 homo_energy_ev=-8.620 multiplicity=1
N -0.0790 0.2678 0.9769 -0.1 -0.2 -0.7
N 1.9190 0.0378 -3.2617 0.1 0.1 0.1
N 0.9689 0.1359 -1.0824 0.4 0.3 0.3
C -1.3551 0.2188 2.9976 -0.1 -0.2 -0.3
C -0.0834 -0.1157 -0.2390 0.1 0.0 0.2
C 1.0026 -0.1897 -2.4247 -0.5 -0.4 -0.1
C -1.2099 -0.1005 1.7096 -0.5 -0.1 0.6
H -2.2312 -0.1009 3.5527 0.1 0.1 -0.1
H 0.1057 -0.7353 -2.7479 0.2 0.2 0.1
H -2.0004 -0.6884 1.1991 0.4 0.3 0.2
H 1.7590 0.6334 -0.6788 -0.3 -0.1 -0.1
H 2.6980 0.5418 -2.8362 0.0 0.0 -0.1
H -0.5971 0.7890 3.5229 0.0 -0.1 -0.1
H -0.8971 -0.6940 -0.6881 0.0 0.1 0.0



Sequential E_tot output: -68760.1270; -4229.7331; -41311.8618; -678656.9595; -47388.3137; -8730.7512 eV